15
Properties=species:S:1:pos:R:3 method="wB97M-V/def2-TZVPD" gap_ev="8.3 / 6.0" e_above_lowest_kj_mol=56.2 total_charge=+2 spin_multiplicity=6
O -0.399 -0.411 0.089
C -0.034 0.813 0.193
O 1.124 1.229 -0.039
Fe 2.965 0.434 0.454
O -0.985 1.695 0.052
C -2.310 1.376 0.500
H -2.271 0.894 1.483
H -2.834 2.333 0.560
H -2.801 0.716 -0.223
C 0.531 -1.560 -0.051
H 0.705 -1.895 0.982
H -0.062 -2.222 -0.697
C 1.990 -0.896 -0.726
H 1.851 -0.651 -1.788
H 2.530 -1.855 -0.790

8
Properties=species:S:1:pos:R:3 method="wB97M-V/def2-TZVPD" gap_ev=9.8 e_above_lowest_kj_mol=281.7
C 0.218 0.267 -0.046
C -0.953 -0.593 -0.085
N 1.385 -0.132 0.100
Br 2.892 0.878 0.280
H -0.075 1.854 -0.078
H -0.529 -1.504 0.246
H -1.351 -0.566 -1.052
H -1.588 -0.203 0.634

18
Properties=species:S:1:pos:R:3 method="wB97M-V/def2-TZVPD" gap_ev="2.2 / 10.4" e_above_lowest_kj_mol=103.8 total_charge=-1 spin_multiplicity=2
C -1.248 -0.074 -0.212
C 0.052 0.492 0.200
C 0.096 1.959 0.815
C 1.457 1.869 1.599
O 0.257 2.909 -0.327
H -1.145 -1.122 -0.702
H -2.105 -0.130 0.482
H -1.577 0.595 -0.994
H 0.730 0.577 -0.753
H 0.547 -0.282 0.876
H -0.817 2.163 1.414
H 1.882 2.871 1.812
H 2.302 1.312 1.139
H 1.292 1.312 2.594
H -0.623 2.799 -0.747
H 0.054 -6.181 -2.876
H -0.361 -5.250 -1.781
O -0.792 -5.819 -2.538

Please write out number 3 again, unchanged.
18
Properties=species:S:1:pos:R:3 method="wB97M-V/def2-TZVPD" gap_ev="2.2 / 10.4" e_above_lowest_kj_mol=103.8 total_charge=-1 spin_multiplicity=2
C -1.248 -0.074 -0.212
C 0.052 0.492 0.200
C 0.096 1.959 0.815
C 1.457 1.869 1.599
O 0.257 2.909 -0.327
H -1.145 -1.122 -0.702
H -2.105 -0.130 0.482
H -1.577 0.595 -0.994
H 0.730 0.577 -0.753
H 0.547 -0.282 0.876
H -0.817 2.163 1.414
H 1.882 2.871 1.812
H 2.302 1.312 1.139
H 1.292 1.312 2.594
H -0.623 2.799 -0.747
H 0.054 -6.181 -2.876
H -0.361 -5.250 -1.781
O -0.792 -5.819 -2.538